1.
A structure of composition C23H50N2O2P2PbS at a distorted geometry, computed with ωB97M-V with the def2-TZVPD basis set.

Properties
E_LUMO ... -15.54 eV
Charge ... +4
F_max ... 0.084 hartree/bohr
Kohn-Sham gap ... 5.32 eV

Each line ends with the Löwdin charge.
Positions of all 81 atoms, in Å:
Pb -0.031 0.157 0.081  0.964
C 2.620 -0.392 -0.713  -0.028
O 3.703 -0.468 -1.087  0.170
C -2.689 0.404 0.825  -0.028
O -3.797 0.709 0.798  0.176
P 0.263 2.562 -1.360  1.076
C -0.165 2.382 -3.151  -0.517
H -0.183 3.405 -3.556  0.125
C -1.080 3.648 -0.660  -0.524
H -1.976 3.003 -0.724  0.096
C 1.929 3.378 -1.350  -0.502
H 2.565 2.647 -1.877  0.107
C 1.684 -3.404 0.930  -0.509
P 0.177 -2.629 0.189  1.061
H -0.469 -4.185 -1.459  0.139
H 2.475 -3.265 0.177  0.106
C -1.319 -3.381 1.010  -0.491
H -1.117 -4.462 0.998  0.133
C -0.852 3.988 0.817  -0.094
H -1.773 4.420 1.235  0.113
H -0.057 4.737 0.932  0.091
H -0.591 3.117 1.435  0.026
C -1.347 4.904 -1.487  -0.049
H -0.507 5.605 -1.435  0.084
H -2.233 5.411 -1.081  0.125
H -1.553 4.681 -2.540  0.090
C 1.959 4.694 -2.126  -0.042
H 1.537 4.604 -3.134  0.093
H 3.004 5.016 -2.237  0.129
H 1.427 5.487 -1.585  0.089
C 2.502 3.551 0.060  -0.082
H 3.520 3.964 -0.015  0.120
H 2.573 2.604 0.610  0.041
H 1.899 4.245 0.658  0.079
C 0.916 1.594 -3.903  -0.089
H 1.891 2.098 -3.877  0.088
H 0.609 1.480 -4.952  0.103
H 1.040 0.580 -3.497  0.057
C -1.555 1.765 -3.352  -0.078
H -1.620 0.746 -2.942  0.062
H -1.750 1.684 -4.432  0.117
H -2.350 2.372 -2.901  0.085
C 1.476 -4.902 1.166  -0.049
H 1.139 -5.423 0.259  0.097
H 0.744 -5.076 1.968  0.097
H 2.431 -5.346 1.479  0.128
C 2.126 -2.684 2.212  -0.103
H 1.401 -2.833 3.025  0.068
C -0.774 -2.290 -2.449  -0.139
H 2.257 -1.601 2.076  0.013
H 3.088 -3.104 2.549  0.119
C 1.442 -3.479 -2.184  -0.071
H -0.234 -1.354 -2.669  0.030
H -0.965 -2.772 -3.419  0.097
H -1.745 -2.017 -2.017  0.062
C 0.063 -3.228 -1.564  -0.501
H 1.326 -3.657 -3.263  0.114
H 1.935 -4.351 -1.733  0.095
H 2.105 -2.608 -2.066  0.060
C -2.614 -3.120 0.231  -0.074
H -2.837 -2.045 0.157  0.045
H -3.451 -3.583 0.773  0.120
H -2.583 -3.552 -0.776  0.088
C -1.453 -2.918 2.465  -0.086
H -1.580 -1.830 2.535  0.048
H -0.589 -3.201 3.080  0.071
H -2.349 -3.376 2.910  0.117
H -0.019 -1.642 -5.145  0.045
H -0.046 -0.946 -5.419  0.057
S 1.109 0.847 2.516  0.673
C 0.012 0.324 3.725  -0.740
N 0.364 -0.366 4.829  0.081
C -0.772 -0.680 5.677  -0.084
C -1.920 0.052 4.992  -0.098
N -1.320 0.554 3.772  0.030
H 1.329 -0.626 5.035  0.178
H -0.600 -0.342 6.704  0.151
H -0.949 -1.762 5.694  0.138
H -2.314 0.861 5.613  0.149
H -2.742 -0.630 4.754  0.134
H -1.771 1.250 3.183  0.130



2.
A structure of composition C23H51N11W, computed with ωB97M-V with the def2-TZVPD basis set.

Properties
E_LUMO (alpha / beta) ... -11.91 / -12.32 eV
Spin multiplicity ... 3
Charge ... +4
F_max ... 0.007 hartree/bohr
⟨S²⟩ ... 2.01
Kohn-Sham gap (alpha / beta) ... 7.77 / 7.69 eV

Each line ends with the Löwdin spin population.
Positions of all 86 atoms, in Å:
W 0.070 0.129 -0.404  1.624
C 0.335 3.337 -0.919  0.008
N -0.620 3.650 0.115  0.005
C -0.536 5.027 0.651  0.001
C -1.498 2.770 0.595  0.012
N -1.334 1.415 0.361  0.028
C -2.362 0.490 0.899  0.014
C -1.713 -0.426 1.946  0.005
N -0.239 -0.483 1.683  -0.012
C 0.517 0.489 2.536  0.005
C 1.607 1.152 1.678  0.014
N 1.901 0.284 0.513  0.030
C 3.181 -0.234 0.403  0.012
N 3.518 -0.993 -0.638  0.006
C 2.737 -1.085 -1.847  0.007
C 4.719 -1.858 -0.608  0.001
N 4.129 0.012 1.333  0.012
C 4.013 -0.334 2.755  0.001
C 5.485 0.428 0.943  0.001
C 0.299 -1.873 1.810  0.005
C 0.326 -2.525 0.418  0.014
N -0.620 -1.808 -0.472  0.029
C -1.679 -2.532 -0.994  0.012
N -2.547 -1.970 -1.833  0.007
C -2.319 -0.718 -2.515  0.008
C -3.866 -2.587 -2.102  0.001
N -1.872 -3.831 -0.676  0.011
C -2.088 -4.328 0.688  0.001
C -2.154 -4.834 -1.714  0.001
N -2.543 3.251 1.300  0.012
C -3.311 4.410 0.814  0.001
C -2.877 2.871 2.677  0.001
H 1.175 4.025 -0.859  0.001
H -0.102 3.377 -1.917  0.000
H 0.763 2.330 -0.774  0.003
H 0.517 5.282 0.735  0.000
H -0.989 5.063 1.636  0.000
H -1.027 5.735 -0.015  0.000
H -2.766 -0.107 0.077  0.003
H -3.207 1.031 1.309  0.002
H -2.125 -1.430 1.864  0.000
H -1.880 -0.095 2.971  0.000
H 0.911 -0.030 3.409  0.000
H -0.174 1.247 2.899  0.000
H 2.496 1.347 2.266  0.003
H 1.266 2.127 1.322  0.003
H 2.945 -0.272 -2.543  0.000
H 1.657 -1.075 -1.619  0.003
H 2.926 -2.040 -2.332  0.001
H 5.011 -2.044 0.421  0.000
H 5.542 -1.404 -1.157  0.000
H 4.453 -2.803 -1.076  0.000
H 3.050 -0.787 2.971  0.000
H 4.167 0.537 3.393  0.000
H 4.784 -1.070 2.991  0.000
H 5.509 0.695 -0.110  0.000
H 6.218 -0.353 1.146  0.000
H 5.737 1.312 1.528  0.001
H -0.303 -2.426 2.531  0.000
H 1.309 -1.822 2.210  0.000
H 0.086 -3.579 0.489  0.003
H 1.331 -2.473 -0.008  0.003
H -1.742 -0.844 -3.433  0.000
H -1.786 -0.003 -1.869  0.003
H -3.275 -0.255 -2.749  0.001
H -4.122 -3.269 -1.298  0.000
H -3.864 -3.111 -3.056  0.000
H -4.601 -1.786 -2.134  0.000
H -2.007 -3.526 1.416  0.000
H -1.385 -5.126 0.937  0.000
H -3.100 -4.732 0.751  0.000
H -1.974 -4.416 -2.700  0.000
H -3.178 -5.201 -1.648  0.000
H -1.467 -5.666 -1.561  0.001
H -3.051 4.626 -0.218  0.000
H -3.144 5.290 1.434  0.000
H -4.367 4.141 0.856  0.001
H -2.174 2.137 3.061  0.000
H -3.896 2.489 2.753  0.000
H -2.798 3.761 3.304  0.000
C 0.735 1.454 -4.976  0.009
C 0.534 1.053 -3.595  0.049
N 0.374 0.735 -2.498  0.024
H 1.154 0.611 -5.528  0.002
H 1.424 2.300 -5.002  0.002
H -0.228 1.742 -5.403  0.002



3.
A cluster of 6 separate species, C23H51N5O10 in total at a distorted geometry, computed with ωB97M-V with the def2-TZVPD basis set.

Properties
E_LUMO ... 0.33 eV
SMILES string ... C[C@@H](O)COC(=O)OCCCCO.CN(C)C=O.CN(C)C=O.CN(C)C=O.CN(C)C=O.CN(C)C=O
Charge ... 0
F_max ... 0.067 hartree/bohr
Kohn-Sham gap ... 9.38 eV

Each line ends with the Löwdin charge.
Positions of all 89 atoms, in Å:
C 1.616 1.473 -0.414  -0.003
C 1.182 2.831 -1.001  -0.389
O 2.162 3.343 -1.887  -0.007
C -0.108 2.623 -1.778  -0.148
O -0.573 3.768 -2.492  0.033
C -0.696 4.904 -1.737  -0.514
O 0.133 5.815 -1.732  0.154
O -1.924 5.008 -1.179  0.019
C -2.120 4.271 0.034  -0.149
C -3.500 3.670 0.003  -0.160
C -3.811 2.929 -1.285  -0.154
C -3.544 1.418 -1.298  -0.242
O -2.896 0.943 -0.130  -0.077
H 2.482 1.141 -0.951  0.057
H 1.835 1.624 0.629  0.075
H 0.809 0.759 -0.509  0.075
H 1.062 3.527 -0.189  0.144
H 2.265 2.706 -2.590  0.085
H -0.885 2.210 -1.145  0.096
H 0.105 1.869 -2.522  0.138
H -1.397 3.477 0.161  0.111
H -2.012 4.930 0.880  0.126
H -4.204 4.490 0.074  0.106
H -3.666 3.071 0.881  0.115
H -3.286 3.362 -2.120  0.101
H -4.862 3.067 -1.486  0.103
H -4.474 0.885 -1.445  0.107
H -2.925 1.167 -2.148  0.105
H -2.131 0.452 -0.415  0.043
C -0.018 -2.476 2.300  -0.057
N 0.373 -1.160 2.759  -0.187
C 1.558 -1.022 3.587  -0.039
C -0.317 -0.050 2.446  -0.361
O -0.021 1.071 2.807  0.012
H -0.225 -3.124 3.156  0.088
H 0.778 -2.915 1.697  0.067
H -0.916 -2.397 1.694  0.076
H 1.298 -0.578 4.548  0.092
H 2.285 -0.371 3.099  0.089
H 2.000 -2.002 3.747  0.078
H -1.200 -0.250 1.814  0.128
C -0.578 -5.041 -2.530  -0.056
N -1.070 -3.703 -2.789  -0.191
C -1.275 -3.273 -4.163  -0.038
C -1.344 -2.838 -1.801  -0.348
O -1.758 -1.708 -1.974  0.011
H 0.400 -5.182 -2.994  0.086
H -1.268 -5.785 -2.931  0.089
H -0.481 -5.197 -1.458  0.084
H -0.659 -2.401 -4.381  0.091
H -2.318 -2.997 -4.319  0.093
H -1.009 -4.082 -4.838  0.085
H -1.158 -3.255 -0.799  0.126
C -7.010 7.277 2.241  -0.062
N -6.001 6.332 2.673  -0.200
C -6.402 4.996 3.082  -0.038
C -4.692 6.644 2.709  -0.359
O -3.817 5.883 3.062  0.015
H -7.728 7.461 3.042  0.088
H -7.545 6.892 1.371  0.088
H -6.540 8.220 1.971  0.081
H -6.102 4.812 4.114  0.093
H -5.920 4.248 2.452  0.084
H -7.481 4.902 2.996  0.084
H -4.483 7.676 2.376  0.134
C 4.762 -3.355 -2.913  -0.060
N 3.815 -2.676 -2.046  -0.179
C 3.676 -1.232 -2.140  -0.040
C 3.062 -3.331 -1.157  -0.379
O 2.257 -2.804 -0.402  -0.014
H 5.769 -2.982 -2.732  0.091
H 4.493 -3.181 -3.957  0.088
H 4.750 -4.421 -2.713  0.075
H 3.909 -0.774 -1.179  0.088
H 2.647 -0.975 -2.396  0.087
H 4.349 -0.850 -2.901  0.089
H 3.237 -4.417 -1.159  0.131
C 5.178 -5.096 3.100  -0.051
N 5.729 -5.348 1.784  -0.192
C 6.637 -6.468 1.592  -0.037
C 5.430 -4.577 0.728  -0.348
O 5.860 -4.743 -0.399  0.008
H 5.978 -4.905 3.817  0.091
H 4.599 -5.958 3.440  0.090
H 4.524 -4.228 3.066  0.080
H 7.601 -6.114 1.228  0.093
H 6.231 -7.160 0.853  0.092
H 6.774 -6.986 2.536  0.086
H 4.738 -3.754 0.977  0.131



4.
A structure of composition C23H51N5O20Zr at a distorted geometry, computed with ωB97M-V with the def2-TZVPD basis set.

Properties
E_LUMO ... -7.98 eV
Charge ... +2
F_max ... 0.164 hartree/bohr
Kohn-Sham gap ... 6.41 eV

Each line ends with the Löwdin charge.
Positions of all 100 atoms, in Å:
Zr -8.438 19.111 -17.906  2.199
O -9.326 21.144 -17.568  -0.346
C -10.514 21.142 -16.791  -0.233
C -10.929 19.705 -16.129  -0.233
O -10.185 18.554 -16.595  -0.346
H -11.335 21.414 -17.454  0.086
H -10.402 21.913 -16.029  0.103
H -11.962 19.416 -16.323  0.064
H -11.010 19.849 -15.052  0.097
C -14.481 18.626 -17.495  0.031
N -14.784 17.658 -16.435  -0.400
O -14.387 16.494 -16.542  0.069
O -15.552 18.128 -15.588  0.069
H -15.403 19.102 -17.828  0.118
H -13.935 18.164 -18.318  0.086
H -13.889 19.407 -17.019  0.060
C -14.186 22.979 -18.179  0.040
N -14.705 24.083 -17.210  -0.380
O -15.464 24.916 -17.675  0.099
O -14.122 24.138 -16.091  0.011
H -15.061 22.835 -18.814  0.092
H -13.940 22.018 -17.726  0.057
H -13.316 23.317 -18.742  0.061
C -14.134 20.456 -14.303  0.032
N -14.442 20.690 -12.830  -0.402
O -14.544 19.726 -12.071  0.057
O -14.318 21.824 -12.375  0.068
H -13.595 21.294 -14.744  0.085
H -15.106 20.396 -14.793  0.091
H -13.612 19.503 -14.381  0.063
C -12.440 16.480 -13.811  0.048
N -11.252 15.838 -13.178  -0.422
O -10.181 15.662 -13.742  0.045
O -11.445 15.508 -12.016  0.080
H -13.021 15.674 -14.260  0.103
H -12.056 17.103 -14.619  0.071
H -13.083 17.023 -13.118  0.105
C -10.253 24.850 -16.530  0.044
N -10.646 25.182 -17.896  -0.438
O -9.763 25.589 -18.641  0.072
O -11.799 24.973 -18.200  0.065
H -9.655 25.689 -16.174  0.111
H -9.626 23.977 -16.713  0.074
H -11.063 24.688 -15.819  0.107
O -7.723 19.940 -15.308  0.024
C -7.370 20.191 -14.189  -0.484
O -7.754 19.479 -13.106  0.009
C -8.598 18.326 -13.193  -0.186
C -8.714 17.781 -11.705  -0.021
C -6.398 21.286 -13.832  0.065
H -8.175 17.597 -13.884  0.112
H -9.567 18.512 -13.656  0.092
H -8.681 18.543 -10.926  0.082
H -7.726 17.397 -11.452  0.077
H -9.434 16.974 -11.570  0.055
H -6.019 21.690 -14.771  0.061
H -5.574 20.832 -13.282  0.110
H -6.819 22.084 -13.220  0.111
O -6.504 20.535 -17.615  -0.110
C -5.443 21.152 -17.343  -0.413
O -5.397 22.447 -17.103  0.030
C -6.566 23.237 -17.070  -0.220
C -6.035 24.638 -16.898  -0.043
C -4.016 20.516 -17.492  0.069
H -7.242 22.958 -16.262  0.120
H -7.029 23.276 -18.057  0.136
H -6.694 25.451 -17.203  0.086
H -5.145 24.870 -17.482  0.096
H -5.811 24.758 -15.838  0.088
H -4.016 19.555 -18.005  0.088
H -3.607 20.450 -16.483  0.100
H -3.365 21.138 -18.106  0.102
O -9.778 19.528 -19.805  -0.117
C -10.378 20.121 -20.750  -0.408
O -10.065 19.863 -22.031  0.055
C -9.166 18.771 -22.322  -0.199
C -8.870 18.854 -23.817  -0.050
C -11.321 21.241 -20.532  0.067
H -9.504 17.766 -22.067  0.122
H -8.196 18.900 -21.843  0.117
H -8.159 19.632 -24.093  0.086
H -9.742 19.018 -24.450  0.092
H -8.340 17.937 -24.074  0.088
H -12.019 20.682 -19.909  0.101
H -11.811 21.621 -21.429  0.118
H -10.813 21.999 -19.936  0.107
O -9.567 17.019 -18.903  -0.097
C -10.339 16.018 -18.927  -0.419
O -9.979 14.829 -19.394  0.034
C -8.745 14.474 -20.099  -0.175
C -8.717 13.011 -20.548  -0.045
C -11.815 16.183 -18.559  0.051
H -7.849 14.674 -19.513  0.122
H -8.771 15.137 -20.965  0.116
H -8.820 12.425 -19.634  0.088
H -7.947 12.669 -21.239  0.096
H -9.638 12.787 -21.085  0.083
H -11.949 17.107 -17.997  0.057
H -12.225 15.298 -18.073  0.106
H -12.315 16.310 -19.519  0.107



5.
A cluster of 7 separate species, C23H51N7O9 in total, computed with ωB97M-V with the def2-TZVPD basis set.

Properties
E_LUMO ... 0.42 eV
SMILES string ... NCC[C@H]1COC(=O)O1.CNC(C)=O.CNC(C)=O.CNC(C)=O.CNC(C)=O.CNC(C)=O.CNC(C)=O
Charge ... 0
F_max ... 0.008 hartree/bohr
Kohn-Sham gap ... 9.31 eV

Each line ends with the Löwdin charge.
Positions of all 90 atoms, in Å:
N -0.166 8.527 -0.092  -0.010
C -0.838 7.442 -0.794  -0.279
C -0.269 6.048 -0.522  -0.129
C -1.048 4.988 -1.250  -0.275
C -0.633 4.690 -2.662  -0.072
O -1.234 3.381 -2.844  0.072
C -1.215 2.781 -1.639  -0.581
O -1.453 1.632 -1.446  0.144
O -0.891 3.665 -0.666  0.072
H 0.839 8.480 -0.211  0.060
H -0.359 8.497 0.902  0.062
H -0.804 7.649 -1.867  0.104
H -1.893 7.459 -0.510  0.118
H 0.773 6.024 -0.856  0.119
H -0.276 5.841 0.551  0.125
H -2.125 5.197 -1.232  0.167
H 0.450 4.547 -2.696  0.119
H -0.963 5.400 -3.410  0.106
C 5.430 5.245 -3.019  -0.077
N 4.000 5.243 -3.248  0.011
C 3.226 6.239 -3.752  -0.544
C 3.914 7.529 -4.140  -0.010
O 2.022 6.091 -3.885  0.031
H 5.922 4.466 -3.603  0.085
H 5.660 5.083 -1.965  0.085
H 5.851 6.201 -3.313  0.070
H 3.486 4.407 -3.017  0.140
H 3.154 8.205 -4.520  0.079
H 4.408 7.987 -3.282  0.084
H 4.665 7.360 -4.913  0.084
C -0.126 0.672 1.362  -0.073
N 1.242 0.494 1.812  0.008
C 1.693 -0.129 2.931  -0.555
C 0.661 -0.733 3.854  -0.009
O 2.891 -0.200 3.167  0.017
H -0.287 0.210 0.388  0.075
H -0.378 1.729 1.273  0.075
H -0.809 0.218 2.074  0.072
H 1.979 0.873 1.238  0.135
H 1.167 -1.195 4.695  0.062
H -0.030 0.024 4.227  0.087
H 0.072 -1.494 3.339  0.080
C -1.088 9.791 -6.765  -0.078
N -1.292 8.973 -5.590  0.013
C -1.625 7.658 -5.530  -0.531
C -1.812 6.919 -6.834  -0.004
O -1.762 7.102 -4.452  0.021
H -0.072 10.189 -6.796  0.083
H -1.788 10.628 -6.790  0.084
H -1.242 9.197 -7.661  0.070
H -1.179 9.401 -4.685  0.141
H -2.070 5.891 -6.598  0.084
H -2.611 7.363 -7.429  0.085
H -0.897 6.931 -7.427  0.086
C 3.584 -5.182 5.820  -0.079
N 2.587 -4.201 6.189  0.010
C 1.323 -4.066 5.708  -0.549
C 0.871 -5.046 4.651  -0.015
O 0.596 -3.170 6.105  0.021
H 3.890 -5.776 6.683  0.081
H 4.469 -4.704 5.397  0.084
H 3.179 -5.860 5.075  0.071
H 2.836 -3.501 6.871  0.140
H -0.148 -4.794 4.374  0.080
H 1.515 -4.984 3.771  0.080
H 0.894 -6.075 5.009  0.088
C -1.492 -4.715 0.548  -0.076
N -0.753 -5.677 1.338  0.007
C -1.053 -6.981 1.581  -0.546
C -2.312 -7.538 0.964  -0.005
O -0.321 -7.663 2.282  0.020
H -0.890 -4.338 -0.280  0.083
H -1.809 -3.866 1.156  0.081
H -2.380 -5.183 0.135  0.071
H 0.100 -5.373 1.782  0.117
H -2.408 -8.579 1.250  0.051
H -3.196 -7.001 1.312  0.092
H -2.286 -7.472 -0.125  0.089
C -2.931 -13.597 2.656  -0.082
N -3.545 -12.514 1.919  0.005
C -3.501 -11.182 2.190  -0.546
C -2.720 -10.740 3.407  -0.007
O -4.069 -10.380 1.466  0.024
H -2.220 -14.144 2.035  0.083
H -3.681 -14.300 3.023  0.082
H -2.394 -13.202 3.513  0.070
H -4.077 -12.740 1.093  0.138
H -2.783 -9.659 3.472  0.077
H -3.128 -11.181 4.318  0.084
H -1.671 -11.026 3.328  0.089



> charge of number 3 (C23H51N5O10)?

0



> The highest F_max belongs to which entry?

C23H51N5O20Zr